The following is a quantum chemistry calculation of 15 unconnected molecules or ions with the total composition C32H90F3O16, from the OMol25 dataset.

Output
Largest force on an atom: 5.07 eV/A
Calculated total energy: -2776.40281 a.u.
HOMO energy: -3.592 eV
Gap between HOMO and LUMO: 0.19368 hartree
Total charge: -1
ΔE to the lowest compared entry with this formula, charge and spin: 5.079 eV

Last column: Löwdin charge in e.
Atoms and positions in Å:
C  -0.5939  0.3345  -1.6374  -0.460
O  0.7876  0.2916  -1.1977  -0.102
O  -0.4896  0.7193  -3.0072  -0.306
C  -1.4247  -0.9914  -1.3516  -0.561
F  -2.5818  -1.1528  -2.0478  0.098
F  -0.6413  -2.0499  -1.6457  0.105
F  -1.7665  -1.1018  -0.0647  0.105
C  1.0444  0.1651  0.2312  -0.278
C  2.5210  0.5521  0.4302  -0.098
H  2.7565  0.4284  1.4873  0.057
H  3.1982  -0.0183  -0.2055  0.071
H  2.6384  1.6161  0.2251  0.065
H  1.0198  -0.8675  0.5794  0.093
H  0.4871  0.6506  1.0324  0.104
H  -1.0880  1.1282  -1.0772  0.115
C  -5.7021  3.3294  -4.4745  -0.100
C  -5.8505  2.1501  -5.4162  -0.327
O  -4.6724  1.9357  -6.1781  -0.078
H  -6.6615  3.5624  -4.0126  0.066
H  -5.3906  4.2379  -4.9901  0.067
H  -4.9076  3.2841  -3.7297  0.074
H  -6.6887  2.2231  -6.1091  0.108
H  -6.0960  1.2680  -4.8247  0.102
H  -3.9332  1.8581  -5.5705  0.085
C  8.6754  3.5526  5.1411  -0.101
C  7.2327  3.0619  5.1961  -0.320
O  6.7307  3.3381  6.5081  -0.077
H  9.2941  2.9315  5.7889  0.069
H  8.7622  4.5977  5.4382  0.071
H  9.2114  3.5317  4.1923  0.069
H  7.2373  1.9966  4.9656  0.105
H  6.6822  3.5450  4.3889  0.107
H  5.8095  3.0703  6.4739  0.078
C  2.6184  -3.2770  6.4581  -0.092
C  3.7101  -2.8902  5.4356  -0.309
O  4.7507  -3.8528  5.4990  -0.094
H  1.7157  -2.6662  6.4427  0.071
H  3.0479  -3.1938  7.4565  0.063
H  2.4344  -4.3400  6.3027  0.069
H  4.1946  -1.9801  5.7895  0.103
H  3.2751  -2.8059  4.4398  0.115
H  5.0877  -3.8683  6.3978  0.075
C  2.2174  -6.0894  -2.2655  -0.097
C  2.7287  -4.8816  -1.5106  -0.340
O  4.0652  -5.1071  -1.2521  -0.082
H  1.1326  -6.0322  -2.3546  0.067
H  2.3812  -7.0307  -1.7409  0.066
H  2.5859  -6.2255  -3.2823  0.073
H  2.2028  -4.7721  -0.5622  0.109
H  2.6853  -3.9571  -2.0864  0.124
H  4.0824  -5.7743  -0.5621  0.079
C  10.0872  -1.7507  1.4960  -0.088
C  10.8121  -2.4834  2.6225  -0.361
O  12.1161  -2.0634  2.6078  -0.072
H  10.1971  -0.6698  1.5833  0.073
H  9.0112  -1.9113  1.4299  0.073
H  10.5649  -1.9903  0.5460  0.068
H  10.7844  -3.5709  2.5539  0.110
H  10.3608  -2.1555  3.5590  0.111
H  12.4876  -2.5075  1.8420  0.085
C  -1.9560  -6.2291  2.1246  -0.094
C  -0.8712  -6.4956  3.1238  -0.343
O  -1.4951  -7.2398  4.1499  -0.084
H  -2.3574  -7.1354  1.6712  0.077
H  -1.5575  -5.5660  1.3568  0.079
H  -2.7868  -5.7433  2.6362  0.071
H  -0.4447  -5.5802  3.5339  0.111
H  -0.1006  -7.0556  2.5940  0.106
H  -0.8443  -7.4182  4.8327  0.077
C  -5.4637  -3.4122  5.9176  -0.096
C  -4.2143  -2.5727  5.6130  -0.341
O  -4.3131  -1.3478  6.2537  -0.076
H  -6.3551  -2.8112  5.7377  0.073
H  -5.5026  -3.7983  6.9361  0.068
H  -5.4472  -4.2542  5.2256  0.069
H  -4.1675  -2.3929  4.5389  0.119
H  -3.3939  -3.1682  6.0134  0.105
H  -4.6090  -1.5073  7.1529  0.080
C  -7.4163  1.4960  0.6934  -0.091
C  -8.7284  1.7565  -0.0789  -0.297
O  -9.6999  0.8306  0.4271  -0.098
H  -7.0688  0.4637  0.6542  0.067
H  -7.5210  1.7346  1.7518  0.071
H  -6.6516  2.1035  0.2092  0.068
H  -8.5862  1.6144  -1.1502  0.101
H  -9.0201  2.7947  0.0798  0.106
H  -9.4327  -0.0646  0.2063  0.070
C  0.2773  4.7400  -8.6300  -0.103
C  0.8385  5.5075  -7.4511  -0.340
O  1.2135  4.5678  -6.4561  -0.068
H  -0.1133  5.3853  -9.4169  0.070
H  -0.4521  3.9978  -8.3058  0.075
H  1.1280  4.1767  -9.0136  0.073
H  0.0519  6.1982  -7.1473  0.100
H  1.7081  6.0854  -7.7639  0.109
H  0.4142  4.0741  -6.2589  0.083
C  -1.1861  -4.7529  -7.5386  -0.088
C  -1.7670  -3.3422  -7.3429  -0.368
O  -0.7977  -2.3999  -7.4377  -0.059
H  -0.6675  -4.9374  -8.4794  0.065
H  -1.9581  -5.5204  -7.4845  0.062
H  -0.4499  -4.9709  -6.7650  0.067
H  -2.2252  -3.2372  -6.3595  0.118
H  -2.4707  -3.1464  -8.1520  0.103
H  -0.9267  -1.8020  -6.6978  0.098
C  6.5209  6.0856  -1.3546  -0.101
C  6.6355  5.5034  -2.7503  -0.351
O  7.0601  4.1770  -2.6141  -0.061
H  5.8696  5.4467  -0.7582  0.078
H  6.0552  7.0684  -1.4286  0.068
H  7.5131  6.2204  -0.9239  0.069
H  7.3514  6.1402  -3.2700  0.101
H  5.7212  5.6521  -3.3247  0.115
H  8.0014  4.2412  -2.4371  0.082
C  -7.9533  -4.0083  0.3772  -0.071
C  -9.2495  -4.4210  -0.3915  -0.353
O  -9.6318  -3.3258  -1.1428  -0.071
H  -7.2789  -3.5154  -0.3231  0.074
H  -7.4418  -4.8885  0.7668  0.067
H  -8.2573  -3.3285  1.1732  0.066
H  -10.0421  -4.7347  0.2878  0.104
H  -8.9879  -5.2904  -0.9946  0.102
H  -10.3698  -3.6213  -1.6810  0.085
C  -0.6416  4.3777  4.1238  -0.074
C  -1.7613  3.3524  4.4337  -0.328
O  -1.1374  2.3093  5.1362  -0.087
H  -0.0228  4.5749  4.9992  0.068
H  -1.1101  5.3296  3.8738  0.064
H  -0.0112  4.0595  3.2936  0.071
H  -2.3190  3.0168  3.5594  0.106
H  -2.5519  3.7320  5.0810  0.100
H  -1.8334  1.7099  5.4153  0.078
C  -0.0830  6.3122  -1.6641  -0.076
C  -1.6038  6.4601  -1.8755  -0.325
O  -1.9687  7.8032  -1.6341  -0.091
H  0.5240  6.8862  -2.3642  0.068
H  0.1538  5.2546  -1.7807  0.076
H  0.2365  6.6390  -0.6746  0.067
H  -2.1462  5.8399  -1.1619  0.103
H  -1.9373  6.1184  -2.8554  0.106
H  -2.8526  7.8669  -2.0033  0.073

=====

The following is a quantum chemistry calculation of 2 unconnected molecules or ions with the total composition CH2N3O2, from the OMol25 dataset.

Output
Largest force on an atom: 5.78 eV/A
Calculated total energy: -353.43201 a.u.
HOMO energy (alpha / beta): -16.063 / -16.062 eV
Gap between HOMO and LUMO (alpha / beta): 0.31700 / 0.31702 hartree
Total charge: +1
ΔE to the lowest compared entry with this formula, charge and spin: 4.647 eV

Last column: Löwdin charge in e.
Atoms and positions in Å:
C  -2.0262  0.0293  -0.1032  0.183
N  1.6407  -0.4983  0.5921  0.202
N  0.1405  0.8882  -0.3583  0.362
N  2.6712  -0.4994  0.1013  -0.258
O  3.7041  -0.4158  -0.3286  0.232
O  -0.9366  0.5700  -0.2362  0.008
H  -2.3051  -0.5695  0.7539  0.154
H  -2.8885  0.4954  -0.4210  0.116

=====

The following is a quantum chemistry calculation of a molecular structure, H4NOPS2, from the OMol25 dataset.

Output
Largest force on an atom: 5.94 eV/A
Calculated total energy: -1270.15102 a.u.
HOMO energy: -9.265 eV
Gap between HOMO and LUMO: 0.34667 hartree
Total charge: 0
ΔE to the lowest compared entry with this formula, charge and spin: 1.221 eV

Last column: Löwdin charge in e.
Atoms and positions in Å:
N  -0.7124  1.0141  0.6911  -0.175
O  -0.0920  0.4622  -1.6977  -0.414
P  0.2601  -0.0397  -0.1911  -0.148
S  2.1971  -0.0936  0.1768  0.149
S  -0.8979  -1.7593  0.1667  0.519
H  -1.5247  0.4754  1.1145  0.044
H  -0.2731  1.5242  1.3843  0.006
H  0.9620  0.8648  -2.2274  0.250
H  0.0809  -2.4482  0.5827  -0.231

=====

The following is a quantum chemistry calculation of 2 unconnected molecules or ions with the total composition C4H5F2N, from the OMol25 dataset.

Output
Largest force on an atom: 3.33 eV/A
Calculated total energy: -409.78401 a.u.
HOMO energy: -11.152 eV
Gap between HOMO and LUMO: 0.39377 hartree
Total charge: 0
ΔE to the lowest compared entry with this formula, charge and spin: 2.691 eV

Last column: Löwdin charge in e.
Atoms and positions in Å:
C  0.1616  -1.8563  0.3730  -0.284
C  -0.1629  0.3779  -0.3757  -0.148
C  -0.1532  -1.0946  -0.7981  -0.257
C  3.0375  -0.1465  -0.4214  -0.047
N  0.1798  -2.3121  1.4082  0.156
F  3.3776  -0.2578  0.8807  0.041
F  4.0547  -0.4652  -1.1425  0.106
H  -0.7059  1.0383  -1.1587  0.092
H  0.9653  0.6761  -0.2705  0.036
H  -0.7265  0.7680  0.5464  0.097
H  -1.1741  -1.3532  -1.0520  0.114
H  0.5322  -1.1633  -1.6124  0.093